Formula: C17H23N6O5ReS
Source: the OMol25 dataset
Level of theory: ωB97M-V with the def2-TZVPD basis set

Computed properties:
* E_HOMO (alpha / beta): -17.19 / -17.19 eV
* energy relative to the best compared isomer or geometry (same formula, charge and spin): 0.000 eV
* HOMO-LUMO gap (alpha / beta): 5.8 / 5.1 eV
* calculated total energy: -50118.4888 eV
* 2S+1: 4
* charge: +3

```
53
Properties=species:S:1:pos:R:3:forces:R:3
Re 0.034585 -0.002248 0.263530 0.3 0.4 -0.1
C -0.995363 -3.596335 -0.308533 0.0 0.0 0.0
C -1.554374 -2.428163 -1.024251 -0.1 0.0 -0.1
N -1.200656 -1.136175 -0.877129 -0.2 -0.1 0.1
C -1.968400 -0.385944 -1.772306 0.1 0.1 -0.2
C -2.776497 -1.227836 -2.461340 0.0 0.1 0.1
N -2.501021 -2.478508 -1.964923 0.2 0.0 0.1
C -3.829613 -1.127083 -3.543387 0.0 0.0 -0.1
O -4.083380 0.055765 -4.054772 0.0 0.0 0.0
O -4.359041 -2.148635 -3.860083 0.0 0.0 0.1
C -1.660381 1.046385 -1.837841 -0.2 0.1 0.1
O -2.214359 1.888277 -2.459383 0.2 -0.2 0.0
O -0.585249 1.304664 -0.989806 -0.3 -0.1 -0.2
H -0.177556 -3.297312 0.346028 0.0 0.0 0.0
H -0.604187 -4.320720 -1.025322 0.0 0.0 0.0
H -1.766867 -4.096505 0.279638 0.0 0.0 0.0
H -2.977924 -3.304952 -2.327581 0.0 0.0 0.0
H -3.526118 0.775748 -3.713305 0.0 0.0 0.0
C 1.284259 3.021131 1.296013 0.0 0.0 0.1
C 2.165402 3.859276 0.373497 0.0 0.0 0.0
C 3.140499 3.062917 -0.482645 0.1 0.0 0.0
N 2.526105 2.434228 -1.670437 -0.1 -0.1 -0.1
C 2.151324 1.198799 -1.838910 0.0 0.2 0.3
S 2.215698 0.054664 -0.447256 0.0 -0.1 -0.1
N 1.692045 0.687618 -2.968751 0.0 -0.2 -0.3
C 0.992551 1.382023 -4.094410 0.0 0.2 0.2
O -0.064185 0.892582 -4.356298 -0.1 0.0 -0.1
C 1.647249 2.547062 -4.673969 -0.1 -0.1 0.0
C 0.843870 3.505633 -5.301607 0.1 0.0 -0.1
C 1.443065 4.587807 -5.924574 -0.1 -0.1 0.1
C 2.828140 4.702474 -5.933858 0.0 0.0 -0.1
C 3.630921 3.739334 -5.328058 0.0 -0.1 0.1
C 3.044555 2.662102 -4.686025 0.0 0.1 -0.1
H 0.678885 3.661327 1.936964 0.0 0.0 0.0
H 1.911149 2.392580 1.934220 0.0 -0.1 0.0
H 0.575193 2.408562 0.708855 0.0 0.0 0.0
H 2.770731 4.520027 0.996635 0.0 0.0 0.0
H 1.552223 4.509229 -0.253340 0.0 0.0 0.0
H 3.647398 2.288634 0.094262 0.0 0.0 0.0
H 3.913879 3.717142 -0.883346 0.0 0.0 0.0
H 2.466522 3.020626 -2.504356 0.0 0.0 0.0
H 1.398777 -0.280153 -2.931665 0.0 0.0 0.0
H -0.231900 3.389450 -5.298055 0.0 0.0 0.0
H 0.833933 5.333369 -6.416976 0.0 0.0 0.0
H 3.291075 5.538306 -6.441236 0.0 0.0 0.0
H 4.707699 3.817996 -5.383261 0.0 0.0 0.0
H 3.667197 1.888322 -4.252260 0.0 0.0 0.0
N -1.116760 -0.154725 2.156126 0.0 0.0 0.0
N 0.294297 -0.388668 2.380531 0.1 -0.1 0.2
H -1.467654 0.656780 2.669671 0.0 0.0 0.0
H -1.677407 -0.971782 2.402681 0.0 0.0 0.0
H 0.494022 -1.264137 2.871831 0.0 0.0 0.0
H 0.717244 0.379044 2.910073 0.0 -0.1 0.0
```
Positions in Å, forces in eV/Å.


Formula: C4H11N2O
Source: the OMol25 dataset
Level of theory: ωB97M-V with the def2-TZVPD basis set

Computed properties:
* E_HOMO: -13.32 eV
* energy relative to the best compared isomer or geometry (same formula, charge and spin): 2.233 eV
* HOMO-LUMO gap: 9.9 eV
* calculated total energy: -9346.6238 eV
* charge: +1

```
18
Properties=species:S:1:pos:R:3:forces:R:3
O -1.118321 1.872413 0.010611 0.2 0.1 -0.2
C -1.283269 0.854303 0.618910 0.2 0.1 0.1
C -1.672243 -0.403748 -0.123678 -0.2 -0.1 0.0
N -1.054739 -0.400978 -1.488794 -0.3 0.0 0.3
H -1.171475 0.800185 1.709327 -0.2 -0.1 0.1
H -1.401244 -1.324507 0.386808 0.1 0.1 0.1
H -2.760629 -0.374797 -0.222239 0.0 -0.1 -0.1
H -1.268122 -1.303353 -1.907022 0.2 0.0 -0.3
H -1.490824 0.325723 -2.061764 0.3 0.1 0.1
H 0.025857 -0.263116 -1.400122 -0.4 0.0 0.1
C 1.793237 -1.082286 1.584814 0.1 -0.2 -0.6
C 1.724872 -0.134070 0.664083 0.0 -0.2 0.0
N 1.624762 -0.364462 -0.759063 0.0 0.4 0.2
H 1.716044 -2.114980 1.258219 0.2 -0.1 0.2
H 2.057230 -0.880325 2.610865 -0.4 0.1 0.1
H 1.763505 0.923197 0.895873 0.2 0.0 0.1
H 1.809473 -1.329530 -1.023936 0.3 0.1 0.3
H 2.362028 0.224264 -1.148208 -0.3 -0.2 -0.5
```
Positions in Å, forces in eV/Å.


Q: The lowest energy relative to the best compared isomer or geometry (same formula, charge and spin) belongs to which entry?
A: C17H23N6O5ReS


Q: Which formula does entry 2 have?
A: C4H11N2O